C3H2BrF3 | ωB97M-V/def2-TZVPD

- strongest force on any atom (hartree/bohr) = 0.0820
- Kohn-Sham gap (spin up / spin down) (eV) = 7.653 / 7.646
- HOMO (spin up / spin down) (eV) = -8.8 / -8.8

Each line ends with the Löwdin charge.
Geometry (Å):
1 C 0.43165 0.62765 0.25465  -0.103
2 C -1.70312 0.07346 0.59968  -0.623
3 C 1.09636 -0.41879 -0.45046  -0.278
4 F 1.01388 0.82110 1.41047  0.056
5 F -2.00576 0.99652 1.45294  -0.050
6 F 0.49859 -0.90186 -1.57357  -0.053
7 Br -2.79379 0.10723 -0.87438  0.734
8 H 2.02137 0.09623 -0.84553  0.154
9 H 1.44081 -1.40155 0.02620  0.164